No. 1
Here is a 5-piece molecular cluster, C4H16O4 overall from OMol25. Energies are from ωB97M-V/def2-TZVPD.

```
! RIJCOSX wB97M-V def2-TZVPD def2/J DEFGRID3
* xyz 0 1
C 1.842 -0.457 0.569
C 1.394 -0.063 -0.906
C 0.527 0.916 -1.135
C 0.037 1.572 -2.404
H 2.382 -1.353 0.685
H 2.456 0.360 1.018
H 0.882 -0.566 1.040
H 2.059 -0.694 -1.481
H -0.078 1.209 -0.317
H -1.053 1.253 -2.599
H 0.581 1.238 -3.236
H 0.072 2.643 -2.392
O -2.413 -1.442 1.062
H -2.417 -1.738 0.158
H -1.508 -1.495 1.374
O 0.855 2.531 1.422
H 0.833 1.798 2.056
H 1.363 2.280 0.653
O -1.666 -3.436 -0.742
H -1.100 -3.524 0.090
H -0.911 -3.088 -1.265
O -1.039 0.734 1.992
H -1.513 -0.100 1.997
H -1.584 1.420 2.362
*
```

Values from the calculation:
Energy above the lowest of the compared OMol25 structures with the same formula, charge and spin in kcal per mole: 51.13
Kohn-Sham gap in eV: 9.64
Strongest force on any atom in eV Å⁻¹: 3.06
Structure (SMILES): C/C=C/C.O.O.O.O

Atom charges from the Löwdin analysis, given in e for atoms 1 to 8: -0.09, -0.13, -0.20, -0.09, 0.04, 0.08, 0.03, 0.09

No. 2
Here is a 8-piece molecular cluster, C28H78F3N7O11 overall from OMol25. Energies are from ωB97M-V/def2-TZVPD.

```
! RIJCOSX wB97M-V def2-TZVPD def2/J DEFGRID3
* xyz 4 1
C 5.386 -0.558 -6.480
C 5.452 -1.845 -5.752
C 6.347 -1.857 -4.466
O 6.249 -3.137 -3.880
C 7.440 -3.657 -3.230
N 4.027 -2.420 -5.482
H 3.538 -2.477 -6.364
H 4.089 -3.254 -4.915
H 3.474 -1.683 -5.069
H 5.294 0.317 -5.837
H 4.604 -0.521 -7.239
H 6.281 -0.362 -7.071
H 5.914 -2.613 -6.373
H 6.091 -1.114 -3.711
H 7.323 -1.509 -4.802
H 7.220 -4.587 -2.704
H 7.813 -2.926 -2.513
H 8.176 -3.756 -4.028
C -6.402 2.395 9.160
C -5.036 2.793 8.853
C -4.878 2.759 7.290
O -3.526 3.069 6.936
C -3.348 2.977 5.494
N -4.761 4.284 9.395
H -4.788 4.102 10.388
H -3.853 4.515 9.016
H -5.498 4.886 9.055
H -6.462 1.342 8.886
H -7.187 2.888 8.587
H -6.566 2.509 10.231
H -4.207 2.154 9.157
H -5.540 3.424 6.736
H -5.158 1.763 6.946
H -3.950 3.493 4.746
H -3.460 1.965 5.103
H -2.354 3.330 5.220
C 2.637 10.223 -2.847
C 2.533 9.124 -1.851
C 1.163 8.985 -1.155
O 0.065 8.717 -2.015
C -1.232 8.738 -1.300
N 2.754 7.725 -2.605
H 2.807 7.008 -1.896
H 1.894 7.580 -3.115
H 3.552 7.809 -3.218
H 2.009 10.140 -3.735
H 3.546 10.364 -3.433
H 2.418 11.172 -2.359
H 3.305 9.135 -1.081
H 0.985 9.982 -0.753
H 1.074 8.267 -0.340
H -2.116 8.461 -1.874
H -1.493 9.682 -0.822
H -1.230 8.079 -0.431
C 6.662 0.419 3.790
C 6.956 1.243 4.961
C 5.673 1.934 5.395
O 5.927 2.838 6.495
C 4.755 3.459 7.031
N 7.541 0.428 6.099
H 8.480 0.794 6.039
H 7.344 0.512 7.086
H 7.646 -0.538 5.824
H 5.741 -0.159 3.711
H 7.467 -0.312 3.733
H 6.656 0.881 2.802
H 7.755 1.957 4.763
H 4.830 1.266 5.570
H 5.348 2.651 4.641
H 4.831 4.534 6.868
H 4.939 3.393 8.103
H 3.771 3.057 6.792
C -4.692 -5.277 -3.747
C -3.375 -5.169 -2.965
C -2.255 -6.187 -3.396
O -0.938 -5.827 -2.918
C 0.040 -6.674 -3.446
N -2.880 -3.693 -3.116
H -2.203 -3.412 -2.421
H -2.647 -3.467 -4.072
H -3.641 -3.054 -2.934
H -5.379 -4.432 -3.701
H -5.269 -6.161 -3.475
H -4.475 -5.448 -4.801
H -3.542 -5.169 -1.888
H -2.227 -6.258 -4.484
H -2.530 -7.113 -2.892
H -0.357 -7.678 -3.295
H 0.955 -6.497 -2.881
H 0.174 -6.471 -4.508
C -5.138 -8.946 2.120
C -4.361 -8.576 3.431
C -2.944 -8.360 3.034
O -2.750 -7.039 2.491
C -1.385 -6.467 2.671
N -4.937 -7.351 4.121
H -4.413 -7.075 4.939
H -5.015 -6.529 3.539
H -5.923 -7.517 4.263
H -6.164 -9.234 2.350
H -4.631 -9.793 1.657
H -5.182 -8.112 1.420
H -4.510 -9.219 4.299
H -2.575 -9.090 2.314
H -2.462 -8.585 3.986
H -0.700 -7.236 2.313
H -1.131 -6.181 3.691
H -1.192 -5.613 2.022
N 1.824 1.568 -0.971
O 1.508 0.422 -0.719
O 2.032 1.948 -2.100
O 2.155 2.353 -0.107
C -3.046 0.598 -7.930
O -3.144 1.403 -6.662
O -2.331 -0.554 -7.592
C -4.577 0.506 -8.480
F -4.575 0.316 -9.812
F -5.155 -0.585 -7.870
F -5.352 1.520 -8.157
C -2.651 2.729 -6.562
C -3.399 3.184 -5.370
H -4.402 2.757 -5.368
H -2.823 2.897 -4.491
H -3.473 4.272 -5.370
H -2.729 3.376 -7.435
H -1.568 2.671 -6.451
H -2.376 1.294 -8.433
*
```

Values from the calculation:
Energy above the lowest of the compared OMol25 structures with the same formula, charge and spin in kcal per mole: 197.54
Kohn-Sham gap in eV: 2.58
Strongest force on any atom in eV Å⁻¹: 4.21

Atom charges from the Löwdin analysis, given in e for atoms 1 to 8: -0.04, -0.28, -0.18, -0.21, -0.04, 0.25, 0.17, 0.16

No. 3
Here is C14H15ClF5N2O4SSeV as an isolated structure from OMol25. Energies are from ωB97M-V/def2-TZVPD.

```
! RIJCOSX wB97M-V def2-TZVPD def2/J DEFGRID3
* xyz 0 3
V 0.330 -0.130 -0.725
O 1.393 1.004 -4.152
Cl 1.083 0.433 -2.914
O -0.222 -0.120 -2.900
O 1.128 1.447 -1.892
O 2.046 -0.556 -2.555
C 2.709 3.234 0.064
N 3.410 2.008 -0.197
C 4.528 1.849 -0.974
C 4.782 0.522 -1.068
N 3.817 -0.122 -0.345
C 2.958 0.789 0.157
S 1.620 0.457 1.136
H 3.280 4.072 -0.329
H 2.563 3.352 1.137
H 1.730 3.200 -0.423
H 5.059 2.682 -1.385
H 5.557 -0.001 -1.587
H 3.670 -1.122 -0.296
F -3.751 -4.864 2.598
C -2.849 -4.348 1.756
C -2.505 -5.033 0.590
F -3.070 -6.215 0.328
C -1.582 -4.492 -0.292
F -1.275 -5.143 -1.418
C -0.971 -3.258 -0.045
Se 0.284 -2.467 -1.210
C -1.324 -2.611 1.139
F -0.715 -1.416 1.369
C -2.244 -3.122 2.037
F -2.559 -2.453 3.152
C -2.755 0.938 1.728
C -1.737 1.638 0.827
C -2.252 3.049 0.515
C -1.471 0.863 -0.453
H -2.929 1.522 2.630
H -2.405 -0.036 2.044
H -3.702 0.810 1.205
H -0.788 1.739 1.373
H -3.173 2.981 -0.063
H -1.523 3.630 -0.046
H -2.466 3.577 1.442
H -1.404 1.564 -1.294
H -2.276 0.147 -0.663
*
```

Values from the calculation:
Energy above the lowest of the compared OMol25 structures with the same formula, charge and spin in kcal per mole: 33.03
Kohn-Sham gap (alpha / beta) in eV: 7.59 / 8.18
Strongest force on any atom in eV Å⁻¹: 4.95

Atom charges from the Löwdin analysis, given in e for atoms 1 to 8: 0.35, -0.22, 0.60, -0.35, -0.37, -0.36, -0.01, -0.11

No. 4
Here is the molecule C3H2OS from OMol25. Energies are from ωB97M-V/def2-TZVPD.

```
! RIJCOSX wB97M-V def2-TZVPD def2/J DEFGRID3
* xyz 0 1
C 1.768 0.442 -1.678
C 0.921 0.391 -0.778
C 0.052 0.195 0.360
O 0.839 -0.764 1.014
S -1.642 0.003 0.288
H 2.893 0.550 -2.115
H 0.229 -0.645 1.967
*
```

Values from the calculation:
Energy above the lowest of the compared OMol25 structures with the same formula, charge and spin in kcal per mole: 70.94
Kohn-Sham gap in eV: 7.97
Strongest force on any atom in eV Å⁻¹: 7.58
Structure (SMILES): C#CC(O)=S

And the Löwdin charges, in e, turn out to be: 0.11, -0.18, -0.81, -0.11, 0.67, 0.12, 0.20

No. 5
Here is C4H6N2 as an isolated structure from OMol25. Energies are from ωB97M-V/def2-TZVPD.

```
! RIJCOSX wB97M-V def2-TZVPD def2/J DEFGRID3
* xyz 0 1
C -0.830 0.918 -0.064
C 0.175 -0.070 -0.520
N 1.294 0.175 -1.314
C -0.642 -1.312 0.787
C -0.137 0.067 1.006
N -0.439 -1.434 -0.473
H 1.973 -0.575 -1.251
H 1.725 1.069 -1.113
H -0.526 1.957 -0.093
H -1.882 0.759 -0.266
H -1.084 -2.043 1.444
H 0.372 0.490 1.855
*
```

Values from the calculation:
Energy above the lowest of the compared OMol25 structures with the same formula, charge and spin in kcal per mole: 70.59
Kohn-Sham gap in eV: 9.21
Strongest force on any atom in eV Å⁻¹: 1.42

Atom charges from the Löwdin analysis, given in e for atoms 1 to 8: -0.04, -0.51, 0.11, -0.13, -0.14, 0.13, 0.08, 0.09

No. 6
Here is C13H11AsN3OPdS6Te as an isolated structure from OMol25. Energies are from ωB97M-V/def2-TZVPD.

```
! RIJCOSX wB97M-V def2-TZVPD def2/J DEFGRID3
* xyz -1 1
Pd -0.112 0.321 0.862
S -0.313 -3.120 4.526
As 0.247 -1.678 3.160
S -0.746 0.264 3.086
S 0.059 -1.962 1.011
S 2.425 -1.239 3.583
Te 3.003 0.493 2.077
C 4.053 -0.621 0.654
C 5.375 -0.975 0.722
C 5.810 -1.693 -0.419
C 4.808 -1.860 -1.332
S 3.349 -1.151 -0.815
H 6.003 -0.726 1.566
H 6.815 -2.065 -0.559
H 4.860 -2.355 -2.289
N 0.295 0.300 -1.149
C 0.266 0.198 -2.306
N 0.092 0.152 -3.582
C 1.022 -0.349 -4.377
N 1.780 -0.760 -5.153
C -2.841 3.931 0.188
S -2.258 2.435 0.983
O -0.778 2.427 0.645
C -3.045 1.240 -0.076
C -2.753 1.198 -1.433
C -3.282 0.178 -2.203
C -4.095 -0.783 -1.612
C -4.375 -0.737 -0.255
C -3.837 0.275 0.527
H -2.525 3.930 -0.853
H -2.392 4.768 0.719
H -3.927 3.967 0.267
H -2.070 1.915 -1.870
H -3.022 0.113 -3.252
H -4.490 -1.592 -2.214
H -4.978 -1.508 0.203
H -3.988 0.292 1.600
*
```

Values from the calculation:
Energy above the lowest of the compared OMol25 structures with the same formula, charge and spin in kcal per mole: 0.00
Kohn-Sham gap in eV: 7.17
Strongest force on any atom in eV Å⁻¹: 0.41

Atom charges from the Löwdin analysis, given in e for atoms 1 to 8: 0.24, -0.09, -0.46, 0.01, 0.05, -0.13, 0.87, -0.98